Below is a cluster of 9 separate species, C49H137N22O10P7 in total, with properties calculated with the ωB97M-V functional and the def2-TZVPD basis.

CARTESIAN COORDINATES (ANGSTROEM)
1 C -0.9085 1.3321 6.3975
2 C -2.4411 1.0475 6.1867
3 O -2.5296 0.8291 4.7411
4 C -1.2730 0.7963 4.1803
5 O -1.0044 0.5360 3.0118
6 O -0.3670 1.1673 5.1172
7 H -0.4988 0.6182 7.1119
8 H -0.7925 2.3553 6.7550
9 H -3.0329 1.8890 6.5470
10 H -2.7508 0.0954 6.6176
11 C -0.1378 0.4073 -0.1189
12 C 0.5562 -0.8878 0.3165
13 C 0.8863 -1.9140 -0.7346
14 C -0.2540 -2.1763 -1.6687
15 N -1.1411 -2.4612 -2.3978
16 H 0.5134 0.8080 -0.8958
17 H -0.2317 1.1281 0.6933
18 H -1.1395 0.2166 -0.5039
19 H -0.0768 -1.3398 1.0801
20 H 1.5314 -0.5775 0.6915
21 H 1.1856 -2.8485 -0.2601
22 H 1.5888 -1.5219 -1.4700
23 O -6.0869 -0.5605 -5.4003
24 P -6.2801 -2.0261 -5.1020
25 N -7.3795 -2.8451 -6.1356
26 C -8.5659 -2.1436 -6.6432
27 C -7.4895 -4.2807 -6.1493
28 N -7.0073 -2.3242 -3.5936
29 C -7.9952 -1.3028 -3.0986
30 C -7.1239 -3.6282 -2.9164
31 N -4.8350 -2.9812 -5.0670
32 C -4.1132 -3.3611 -6.2826
33 C -3.8881 -2.7991 -3.9591
34 H -8.2306 -1.1495 -6.9387
35 H -9.1886 -2.0816 -5.7507
36 H -9.0718 -2.6611 -7.4583
37 H -6.5351 -4.8061 -6.1834
38 H -8.1503 -4.6230 -6.9458
39 H -7.8955 -4.6603 -5.2116
40 H -9.0366 -1.5378 -3.3189
41 H -7.9071 -1.1347 -2.0252
42 H -7.7360 -0.3513 -3.5628
43 H -7.0598 -3.5255 -1.8332
44 H -8.0972 -4.0419 -3.1804
45 H -6.4168 -4.3347 -3.3512
46 H -3.4445 -2.5672 -6.6153
47 H -3.4949 -4.2532 -6.1832
48 H -4.7302 -3.5736 -7.1557
49 H -3.4123 -1.8233 -4.0564
50 H -3.1662 -3.6157 -3.9759
51 H -4.2810 -2.8840 -2.9459
52 O -3.7162 3.7340 -2.6787
53 P -2.5197 3.1398 -3.2900
54 N -1.0374 3.3652 -2.3922
55 C -1.0696 3.7290 -1.0138
56 C 0.3615 3.2686 -2.9518
57 N -2.2079 3.7823 -4.8435
58 C -1.7711 5.2020 -4.9983
59 C -3.0502 3.3082 -5.9505
60 N -2.5607 1.4676 -3.6361
61 C -3.8235 0.7722 -3.8802
62 C -1.4150 0.7564 -4.2412
63 H -2.0140 3.3494 -0.6236
64 H -1.0724 4.8161 -0.9353
65 H -0.2356 3.2632 -0.4889
66 H 0.8335 2.3094 -2.7387
67 H 0.9911 4.0703 -2.5658
68 H 0.4197 3.4498 -4.0250
69 H -2.6534 5.8416 -4.9720
70 H -1.1569 5.5230 -4.1570
71 H -1.1953 5.3414 -5.9132
72 H -2.8261 3.9909 -6.7700
73 H -2.8302 2.2970 -6.2929
74 H -4.1048 3.4650 -5.7242
75 H -3.9326 0.1586 -4.7745
76 H -4.1336 0.2577 -2.9707
77 H -4.5619 1.5673 -3.9844
78 H -1.6565 0.6090 -5.2938
79 H -1.1494 -0.0920 -3.6105
80 H -0.5012 1.3409 -4.3478
81 O 7.6403 -3.5652 -3.0295
82 P 6.7733 -2.4999 -3.5796
83 N 5.7710 -3.1522 -4.8244
84 C 4.8429 -4.2682 -4.4463
85 C 6.5324 -3.5969 -5.9718
86 N 7.6274 -1.1776 -4.1840
87 C 9.0568 -0.9955 -3.8408
88 C 6.9816 -0.1179 -4.8777
89 N 5.6059 -1.7855 -2.5975
90 C 5.3270 -2.2965 -1.2084
91 C 4.5209 -0.9464 -3.1298
92 H 5.3961 -5.1665 -4.1725
93 H 4.0018 -4.4904 -5.1031
94 H 4.2909 -4.0142 -3.5414
95 H 7.0875 -2.7884 -6.4476
96 H 5.8458 -3.9668 -6.7333
97 H 7.2932 -4.3369 -5.7234
98 H 9.3893 0.0379 -3.9390
99 H 9.1915 -1.2107 -2.7808
100 H 9.7229 -1.5379 -4.5118
101 H 5.9569 -0.3124 -5.1943
102 H 6.8790 0.7601 -4.2400
103 H 7.5779 0.2399 -5.7170
104 H 6.2750 -2.5596 -0.7393
105 H 4.6673 -1.7332 -0.5483
106 H 4.8066 -3.2526 -1.2646
107 H 4.8164 0.0427 -3.4796
108 H 3.7122 -0.8200 -2.4100
109 H 4.0457 -1.4662 -3.9617
110 O 3.2104 -2.8392 1.3213
111 P 3.5387 -3.3978 2.6649
112 N 3.3842 -2.2599 3.8946
113 C 3.7237 -2.5142 5.2935
114 C 2.6469 -1.0132 3.6821
115 N 5.1915 -3.8432 2.8089
116 C 5.6707 -5.2177 2.5247
117 C 6.2294 -2.7772 2.6569
118 N 2.6654 -4.7361 3.1611
119 C 2.8473 -5.5018 4.4274
120 C 1.2760 -4.6949 2.5834
121 H 4.1825 -1.6442 5.7632
122 H 4.3213 -3.4045 5.4892
123 H 2.7684 -2.6671 5.7957
124 H 3.0318 -0.2816 4.3925
125 H 1.5741 -1.1819 3.7761
126 H 2.8846 -0.7639 2.6480
127 H 5.4274 -5.8712 3.3624
128 H 5.1405 -5.6610 1.6818
129 H 6.7521 -5.1309 2.4189
130 H 7.1548 -3.0526 3.1628
131 H 6.5323 -2.6845 1.6140
132 H 5.8010 -1.8279 2.9784
133 H 2.1460 -5.0724 5.1429
134 H 2.6558 -6.5724 4.3544
135 H 3.8483 -5.3192 4.8181
136 H 0.8105 -3.7579 2.8890
137 H 0.6187 -5.5097 2.8867
138 H 1.3359 -4.8086 1.5010
139 O -3.1476 5.6029 3.8004
140 P -1.7561 6.0646 4.0750
141 N -0.6040 4.9018 3.5787
142 C 0.7935 4.9631 4.1078
143 C -0.8336 4.1276 2.3639
144 N -1.4670 6.4069 5.7104
145 C -1.5025 5.3270 6.6999
146 C -1.8205 7.6833 6.3043
147 N -1.2648 7.5070 3.2319
148 C -0.0034 8.1954 3.5537
149 C -1.9172 7.7716 1.9397
150 H 0.7664 5.2263 5.1652
151 H 1.4976 5.6259 3.6047
152 H 1.1055 3.9233 4.0099
153 H -1.9067 4.1165 2.1729
154 H -0.5160 3.0910 2.4761
155 H -0.2851 4.5936 1.5452
156 H -1.0122 4.5041 6.1797
157 H -1.0239 5.7700 7.5734
158 H -2.5112 4.9414 6.8477
159 H -1.2866 7.8967 7.2303
160 H -1.6598 8.5152 5.6185
161 H -2.8775 7.5745 6.5475
162 H -0.1227 9.2600 3.3525
163 H 0.3051 8.1551 4.5984
164 H 0.8690 7.8602 2.9928
165 H -1.2788 7.3375 1.1703
166 H -2.0764 8.8491 1.8994
167 H -2.9123 7.3389 1.8360
168 O 6.4205 4.4250 0.7679
169 P 5.5582 3.1754 0.6391
170 N 5.1837 2.7572 -1.0061
171 C 4.2186 3.5406 -1.7640
172 C 6.1470 2.0950 -1.9158
173 N 4.1127 3.2760 1.5422
174 C 3.8634 4.2918 2.5783
175 C 3.0575 2.2872 1.4697
176 N 6.2708 1.7169 1.2264
177 C 6.9179 1.8886 2.5486
178 C 5.8739 0.3823 0.9232
179 H 3.5128 4.1368 -1.1857
180 H 3.6682 2.9413 -2.4893
181 H 4.7091 4.2430 -2.4380
182 H 5.7126 1.9054 -2.8974
183 H 6.5430 1.1508 -1.5420
184 H 6.9445 2.8211 -2.0734
185 H 2.9489 4.8691 2.4425
186 H 3.9297 3.8738 3.5828
187 H 4.5746 5.1108 2.4708
188 H 2.9796 1.8199 2.4514
189 H 2.1009 2.7736 1.2790
190 H 3.3398 1.5858 0.6845
191 H 6.1100 1.9961 3.2724
192 H 7.6309 1.0957 2.7748
193 H 7.4015 2.8637 2.6073
194 H 6.7603 -0.2114 0.6999
195 H 5.4010 0.4356 -0.0574
196 H 5.0445 0.0832 1.5641
197 O -3.8043 -5.0497 3.1692
198 P -4.6444 -3.8866 2.7186
199 N -3.8106 -2.7836 1.6472
200 C -2.7732 -1.8687 2.1757
201 C -3.6382 -3.1248 0.2317
202 N -5.1858 -2.8853 4.0409
203 C -5.8447 -3.6091 5.0986
204 C -5.6903 -1.5000 3.9873
205 N -6.1108 -4.3196 1.8079
206 C -6.9308 -3.1924 1.3895
207 C -6.9430 -5.4815 2.2193
208 H -1.7736 -2.2871 2.0584
209 H -2.8397 -1.8858 3.2636
210 H -2.7349 -0.8856 1.7064
211 H -3.1630 -2.2729 -0.2546
212 H -4.6357 -3.3778 -0.1277
213 H -2.9945 -3.9928 0.0893
214 H -5.3181 -4.5457 5.2816
215 H -5.8520 -2.9929 5.9977
216 H -6.8944 -3.7589 4.8462
217 H -5.6846 -1.1653 2.9500
218 H -6.7341 -1.4169 4.2903
219 H -4.9961 -0.9296 4.6044
220 H -7.2422 -2.6437 2.2783
221 H -6.4138 -2.5165 0.7083
222 H -7.7958 -3.5325 0.8201
223 H -7.5393 -5.7750 1.3554
224 H -7.6281 -5.1556 3.0019
225 H -6.3502 -6.3476 2.5134

Forces on atoms 1 to 3 (eV/Å):
-1.9288 -0.1545 0.4725
1.1651 -0.5331 -0.7654
0.8060 0.1990 -0.0725

Computed properties:
- E_HOMO: -0.28994 Ha
- HOMO-LUMO gap: 8.085 eV
- Lowest unoccupied orbital energy: 0.2 eV
- E_tot: -171319.449 eV
- Structure (SMILES): CN(C)P(=O)(N(C)C)N(C)C.CN(C)P(=O)(N(C)C)N(C)C.CN(C)P(=O)(N(C)C)N(C)C.CN(C)P(=O)(N(C)C)N(C)C.CN(C)P(=O)(N(C)C)N(C)C.CN(C)P(=O)(N(C)C)N(C)C.CN(C)P(=O)(N(C)C)N(C)C.O=C1OCCO1.CCCC#N
- Molecular weight: 1411.6 g/mol

These are the Löwdin partial charges, in e, on atoms 1 to 4: -0.114, -0.061, 0.035, -0.490

Below is the ion C4H7BrNS with charge +1, with properties calculated with the ωB97M-V functional and the def2-TZVPD basis.

CARTESIAN COORDINATES (ANGSTROEM)
1 C -0.9696 -1.8963 -0.8609
2 C -0.4347 -0.6042 -0.3602
3 N 0.2778 -0.4686 0.7149
4 C 0.7557 0.8781 1.0419
5 C 0.4751 1.7704 -0.1727
6 Br -0.2508 3.4841 0.2481
7 S -0.7544 0.8332 -1.2023
8 H -0.7984 -2.7036 -0.1567
9 H -2.0170 -1.8070 -1.1283
10 H -0.4207 -2.1387 -1.7717
11 H 0.5031 -1.2453 1.3184
12 H 0.4370 1.2542 2.0076
13 H 1.8428 0.8131 1.1215
14 H 1.3543 1.8308 -0.7995

Forces on atoms 1 to 3 (eV/Å):
0.4917 -0.0203 0.0498
-0.4994 -0.1297 -0.1390
-0.0507 0.3403 0.1556

Computed properties:
- Net charge: +1
- E_HOMO: -0.52777 Ha
- HOMO-LUMO gap: 10.072 eV
- Energy relative to the best compared isomer or geometry (same formula, charge and spin): 0.000 eV
- Lowest unoccupied orbital energy: -4.3 eV
- E_tot: -86622.687 eV
- Molecular weight: 181.1 g/mol

These are the Löwdin partial charges, in e, on atoms 1 to 4: -0.021, -0.579, 0.063, -0.199

Below is a structure of composition C20H19FN2O5, with properties calculated with the ωB97M-V functional and the def2-TZVPD basis.

CARTESIAN COORDINATES (ANGSTROEM)
1 O 2.4611 -0.8637 0.4909
2 C 2.0630 0.2239 1.0739
3 N 2.0909 1.4946 0.5639
4 C 2.4874 1.7470 -0.7537
5 C 1.3236 1.5872 -1.4244
6 O 0.3261 2.2335 -1.4940
7 O 1.0286 0.0398 -1.5398
8 C -0.2428 -0.3704 -1.9351
9 C -0.3401 -1.4586 -0.8073
10 O -1.1260 -1.2138 0.2608
11 C 0.3671 -2.7253 -0.9448
12 C 0.4299 -3.6542 0.0447
13 C 1.3844 -4.5718 0.2582
14 C 2.0591 -4.8302 -0.8413
15 C 2.3615 -3.8186 -1.8940
16 C 1.4157 -2.8800 -1.7163
17 H 1.6054 -1.9785 -2.4290
18 H 3.0292 -4.0546 -2.4887
19 F 2.8779 -5.7889 -0.9182
20 H 1.0621 -5.5254 1.0184
21 H -0.2763 -3.4486 0.9086
22 H -0.5345 -1.0442 -2.7964
23 H -1.1671 0.3247 -1.7193
24 H 3.1158 0.8339 -1.0718
25 H 2.8361 2.7713 -1.1485
26 H 1.7053 2.1523 1.1827
27 C 1.5660 0.0188 2.5474
28 N -0.0590 0.3321 2.2198
29 C -0.3533 1.5084 2.5034
30 O 0.4136 2.5469 2.5758
31 C -1.9010 1.8222 2.2743
32 C -2.1888 2.1170 0.8944
33 C -3.1145 1.1645 0.2676
34 C -3.3484 1.4333 -0.9531
35 C -3.0299 2.5780 -1.6017
36 C -2.4944 3.4874 -1.0747
37 C -1.8414 3.3606 0.2179
38 H -1.4814 3.8587 1.0395
39 H -2.0515 4.4024 -1.4674
40 H -3.4780 2.6131 -2.7051
41 H -4.1334 0.7013 -1.3786
42 H -3.4700 -0.0101 0.8489
43 H -2.0201 2.6018 3.0441
44 H -2.2585 0.9230 2.8985
45 H -0.5507 -0.4461 1.9061
46 H 1.9114 0.7937 3.1839
47 H 1.5399 -0.9882 2.8794

Forces on atoms 1 to 3 (eV/Å):
-1.1639 4.4613 1.5715
2.4134 -4.9429 -0.3024
1.0460 -2.0791 2.1118

Computed properties:
- E_HOMO: -0.31589 Ha
- HOMO-LUMO gap: 8.452 eV
- Energy relative to the best compared isomer or geometry (same formula, charge and spin): 14.054 eV
- Lowest unoccupied orbital energy: -0.1 eV
- E_tot: -36971.196 eV
- Molecular weight: 386.4 g/mol

These are the Löwdin partial charges, in e, on atoms 1 to 4: 0.005, -0.348, 0.122, -0.122